[1]
Density functional theory data (the ωB97M-V functional and the def2-TZVPD basis) for C42H37F5IrO4PTe as an isolated structure.

Results
<S²> = 0.763
net charge = -1
E_LUMO (alpha / beta) = 1.74 / 1.59 eV
energy relative to the best compared isomer or geometry (same formula, charge and spin) = 18.4 kcal per mole
multiplicity = 2
frontier orbital gap (alpha / beta) = 0.253 / 0.249 hartree
total energy = -3136.759067 hartree
highest occupied orbital energy (alpha / beta) = -5.14 / -5.19 eV

```
91
C42H37F5IrO4PTe | OMol25 | the ωB97M-V functional and the def2-TZVPD basis
Ir 0.8839 -0.8021 1.1356
C -5.8847 -4.6786 -0.3997
C -5.2526 -4.5012 0.8214
C -4.1919 -3.6152 0.9373
C -3.7550 -2.8906 -0.1743
C -4.4037 -3.0724 -1.3994
C -5.4563 -3.9677 -1.5113
P -2.3270 -1.7756 -0.0390
C -2.7211 -0.5797 -1.3379
C -1.6827 -0.0389 -2.0969
C -1.9615 0.9551 -3.0194
C -3.2590 1.4248 -3.1750
C -4.2894 0.8981 -2.4122
C -4.0181 -0.0892 -1.4795
C -0.8368 -2.6560 -0.5956
C -1.1098 -3.6940 -1.4951
C -0.0877 -4.3518 -2.1519
C 1.2170 -3.9410 -1.9308
C 1.4878 -2.9217 -1.0349
C 0.4975 -2.2407 -0.3075
H -6.7162 -5.3671 -0.4849
H -5.5827 -5.0531 1.6917
H -3.7082 -3.4841 1.8931
H -4.0780 -2.5240 -2.2719
H -5.9415 -4.1074 -2.4688
H -0.6677 -0.3873 -1.9597
H -1.1575 1.3777 -3.6063
H -3.4596 2.2240 -3.8775
H -5.2972 1.2782 -2.5166
H -4.8119 -0.4694 -0.8504
H -2.1308 -3.9989 -1.6845
H -0.3071 -5.1714 -2.8242
H 2.0334 -4.4177 -2.4618
H 2.5234 -2.6374 -0.8891
O 1.0671 1.7966 0.3085
C -0.2081 2.4011 0.2803
C -1.3395 1.3404 0.4128
O -2.5078 1.6591 0.3180
O -0.9593 0.0967 0.5534
C -0.3899 3.0030 -1.1126
C -1.3998 3.9213 -1.3803
C -1.5925 4.3971 -2.6683
C -0.7740 3.9683 -3.7070
C 0.2424 3.0630 -3.4419
C 0.4304 2.5795 -2.1523
C -0.3105 3.4538 1.3969
C 0.8663 4.0668 1.8193
C 0.8514 5.0197 2.8255
C -0.3452 5.3819 3.4245
C -1.5210 4.7813 3.0052
C -1.5079 3.8257 1.9990
H 1.2483 1.6004 1.2850
H -2.0387 4.2609 -0.5763
H -2.3850 5.1104 -2.8616
H -0.9275 4.3410 -4.7127
H 0.8950 2.7283 -4.2403
H 1.2250 1.8772 -1.9392
H 1.8067 3.7912 1.3621
H 1.7828 5.4659 3.1509
H -0.3574 6.1109 4.2254
H -2.4605 5.0386 3.4792
H -2.4284 3.3423 1.7095
C 4.6316 -2.0457 2.6507
C 3.8698 -1.1083 1.7057
C 3.9465 0.3185 2.2830
C 2.4449 -1.6256 1.5951
C 4.4668 -1.0739 0.2891
C 5.6553 -1.7244 -0.0268
C 6.2008 -1.6422 -1.3043
C 5.5632 -0.9090 -2.2911
C 4.3778 -0.2501 -1.9866
C 3.8401 -0.3293 -0.7132
H 4.1247 -2.0386 3.6182
H 5.6576 -1.7075 2.8073
H 4.6506 -3.0715 2.2737
H 3.4178 0.3759 3.2326
H 3.5087 1.0501 1.6035
H 5.0013 0.5675 2.4266
H 2.4019 -2.6824 1.9064
H 6.1691 -2.3089 0.7234
H 7.1287 -2.1564 -1.5239
H 5.9834 -0.8491 -3.2875
H 3.8639 0.3249 -2.7477
H 2.9122 0.1862 -0.4909
F -1.4089 0.8020 3.8578
Te 0.2162 -0.2103 4.3005
F -0.5764 -0.4182 6.1080
F 2.0262 -0.7487 4.9517
F -2.3614 -1.8311 1.5079
F 0.7494 1.4288 5.0587
O 1.0285 0.5318 2.6862
```

Results of the Löwdin charge analysis, in e, for atoms 1 through 4: number 1, Ir, carries 1.308; number 2, C, carries -0.083; number 3, C, carries -0.073; number 4, C, carries -0.049

---

[2]
Density functional theory data (the ωB97M-V functional and the def2-TZVPD basis) for C42H37F5N5P2RuSSe2 as an isolated structure.

Results
net charge = -1
E_LUMO (alpha / beta) = 2.16 / 2.16 eV
energy relative to the best compared isomer or geometry (same formula, charge and spin) = 21.7 kcal per mole
frontier orbital gap (alpha / beta) = 0.227 / 0.227 hartree
total energy = -8374.564037 hartree
highest occupied orbital energy (alpha / beta) = -4.01 / -4.01 eV

```
95
C42H37F5N5P2RuSSe2 | OMol25 | the ωB97M-V functional and the def2-TZVPD basis
Ru 0.2924 -0.5101 -0.0045
Se 0.0670 0.9494 7.2825
P 1.4104 -0.0509 6.0078
C 1.7156 -1.7451 6.6012
C 2.4576 -1.9482 7.7632
C 2.6282 -3.2263 8.2690
C 2.0358 -4.3113 7.6343
C 1.2633 -4.1098 6.5005
C 1.1004 -2.8305 5.9864
C 3.0277 0.8004 6.0173
C 4.2466 0.1393 6.1322
C 5.4228 0.8590 6.3053
C 5.3899 2.2434 6.3548
C 4.1797 2.9105 6.2137
C 3.0063 2.1952 6.0524
C 0.8380 -0.2332 4.3076
C 1.3577 -0.2956 3.0155
N 0.2912 -0.4627 2.1885
N -0.8039 -0.5435 2.9349
N -0.5019 -0.4194 4.1938
P 2.9573 -0.1857 2.2223
Se 2.8625 -0.8575 0.2090
C 4.1039 -1.2550 3.1289
C 5.4876 -1.1177 3.0350
C 6.3181 -2.0362 3.6576
C 5.7784 -3.1118 4.3525
C 4.4030 -3.2837 4.4010
C 3.5728 -2.3617 3.7818
C 3.4460 1.5568 2.3438
C 4.5414 2.0464 3.0437
C 4.8569 3.3974 2.9716
C 4.0723 4.2596 2.2233
C 2.9586 3.7764 1.5469
C 2.6499 2.4296 1.5990
H 2.8939 -1.1011 8.2783
H 3.2144 -3.3747 9.1671
H 2.1639 -5.3094 8.0341
H 0.7774 -4.9462 6.0147
H 0.4794 -2.6725 5.1130
H 4.2892 -0.9392 6.1079
H 6.3611 0.3280 6.4074
H 6.3053 2.8041 6.5001
H 4.1469 3.9921 6.2377
H 2.0563 2.7112 5.9923
H 5.9211 -0.3090 2.4643
H 7.3922 -1.9175 3.5907
H 6.4331 -3.8228 4.8409
H 3.9662 -4.1250 4.9250
H 2.5030 -2.5036 3.8039
H 5.1353 1.4007 3.6714
H 5.7128 3.7733 3.5183
H 4.3232 5.3118 2.1698
H 2.3345 4.4383 0.9613
H 1.8024 2.0490 1.0400
C -0.2633 -3.6723 -0.5845
C -0.3133 -2.9306 -1.8866
C -0.9441 -3.4550 -3.0173
C -1.1195 -2.6564 -4.1286
C -0.5609 -1.3759 -4.1573
C -0.9451 -0.3555 -5.1218
C -1.0370 0.9630 -4.8334
C -0.7174 1.6185 -3.5803
C 0.2241 1.1939 -2.7080
S 0.4039 1.6681 -1.0374
C 0.2554 -1.0383 -3.0787
N 0.2506 -1.7250 -1.9263
H -0.3732 -4.7447 -0.7453
H -1.0694 -3.3324 0.0668
H 0.6872 -3.4830 -0.0802
H -1.3613 -4.4520 -2.9735
H -1.7206 -3.0018 -4.9624
H -1.3348 -0.7031 -6.0733
H -1.5134 1.5861 -5.5854
H -1.3538 2.4464 -3.2880
C 3.0604 -1.1166 -3.6481
C 2.3259 0.2160 -3.7913
C 3.1443 1.3182 -3.1190
C 2.1754 0.5501 -5.2823
N 1.0460 0.1041 -3.0890
H 4.0221 -1.0611 -4.1614
H 2.4901 -1.9359 -4.0929
H 3.2383 -1.3504 -2.5981
H 4.1321 1.3689 -3.5827
H 3.2468 1.1244 -2.0521
H 2.6600 2.2895 -3.2363
H 3.1624 0.7045 -5.7262
H 1.5908 1.4617 -5.4134
H 1.6761 -0.2564 -5.8208
F -2.2978 -1.5336 0.5595
C -1.7510 -0.4548 -0.1479
F -2.2485 -0.6583 -1.4404
C -2.5637 0.7808 0.3333
F -1.9731 1.4236 1.3450
F -2.7351 1.6704 -0.6595
F -3.8041 0.4431 0.7521
```

Results of the Löwdin charge analysis, in e, for atoms 1 through 4: number 1, Ru, carries 0.634; number 2, Se, carries 0.257; number 3, P, carries 0.513; number 4, C, carries -0.355

---

[3]
Density functional theory data (the ωB97M-V functional and the def2-TZVPD basis) for C42H37MnN7O4S2 as an isolated structure.

Results
<S²> = 3.976
net charge = +2
E_LUMO (alpha / beta) = -7.79 / -7.36 eV
energy relative to the best compared isomer or geometry (same formula, charge and spin) = 16.8 kcal per mole
multiplicity = 4
frontier orbital gap (alpha / beta) = 0.186 / 0.202 hartree
total energy = -4253.889219 hartree
highest occupied orbital energy (alpha / beta) = -12.84 / -12.84 eV

```
93
C42H37MnN7O4S2 | OMol25 | the ωB97M-V functional and the def2-TZVPD basis
Mn 0.0841 -0.1633 -0.1203
C -2.9108 -0.7992 2.8465
C -1.8850 -1.0303 1.7846
N -1.4314 -0.0207 1.0931
N -2.0985 1.1907 1.2035
C -2.0340 1.8892 0.1249
S -1.1876 1.2961 -1.3139
S -2.7298 3.4798 0.1813
C -2.9110 3.9764 -1.5634
C -4.2169 3.5813 -2.1961
C -4.5422 2.2467 -2.4323
C -5.7470 1.9148 -3.0274
C -6.6406 2.9132 -3.3942
C -6.3250 4.2429 -3.1609
C -5.1181 4.5745 -2.5629
C -1.4959 -2.3808 1.4159
C -1.7966 -3.4747 2.2492
C -1.6677 -4.7699 1.8057
C -1.2812 -5.0166 0.4881
C -0.9718 -3.9744 -0.3601
C -1.0358 -2.6561 0.1050
O -0.6536 -1.6886 -0.7470
H -3.8973 -1.0213 2.4330
H -2.9070 0.2328 3.1795
H -2.7526 -1.4726 3.6844
H -2.0400 3.6252 -2.1212
H -2.8280 5.0631 -1.5180
H -3.8587 1.4560 -2.1541
H -5.9905 0.8771 -3.2098
H -7.5805 2.6522 -3.8613
H -7.0163 5.0242 -3.4422
H -4.8775 5.6140 -2.3825
H -2.1378 -3.3026 3.2581
H -1.8921 -5.5934 2.4668
H -1.2199 -6.0335 0.1254
H -0.6806 -4.1486 -1.3862
O -0.9526 4.3938 6.1122
C -0.0305 4.7633 5.2081
O 0.6181 5.7559 5.3403
C 0.1688 3.8552 4.0221
C 0.5079 4.4534 2.8122
C 0.7656 3.6730 1.7005
C 0.7204 2.2841 1.8128
C 0.3609 1.6784 3.0111
C 0.0909 2.4723 4.1149
N 1.0272 1.4832 0.6576
C 1.9931 1.8476 -0.0958
C 2.2592 1.1414 -1.3398
C 3.2806 1.5023 -2.1997
C 3.4477 0.7710 -3.3755
C 2.5955 -0.2820 -3.6418
C 1.5913 -0.5907 -2.7272
N 1.4412 0.1027 -1.6074
H -1.4887 3.6604 5.7951
H 0.5630 5.5313 2.7529
H 0.9596 4.1467 0.7486
H 0.3023 0.6070 3.0959
H -0.1542 1.9984 5.0570
H 2.6292 2.6917 0.1630
H 3.9268 2.3359 -1.9631
H 4.2320 1.0322 -4.0716
H 2.6873 -0.8664 -4.5460
H 0.8882 -1.3989 -2.8841
C 7.9980 0.0481 -1.4760
C 7.3442 -1.2281 -1.0392
C 7.8755 -1.9983 -0.0075
C 7.2752 -3.1803 0.3898
C 6.1225 -3.6314 -0.2482
N 5.5657 -4.8523 0.2007
C 4.3205 -5.3707 -0.0283
O 4.0854 -6.5500 -0.1018
N 3.2704 -4.4389 -0.1649
C 3.0498 -3.2947 0.5777
C 3.8299 -2.8729 1.6565
C 3.4900 -1.6992 2.2993
C 2.3939 -0.9678 1.8766
N 1.6319 -1.3726 0.8521
C 1.9678 -2.4964 0.2166
C 5.5873 -2.8865 -1.2974
C 6.1955 -1.7010 -1.6723
H 8.8842 0.2579 -0.8806
H 7.3204 0.8970 -1.3720
H 8.3056 -0.0070 -2.5207
H 8.7762 -1.6727 0.4960
H 7.7075 -3.7571 1.1976
H 6.2275 -5.5656 0.4695
H 2.4491 -4.8932 -0.5368
H 4.6745 -3.4572 1.9896
H 4.0720 -1.3460 3.1377
H 2.1251 -0.0479 2.3701
H 1.3470 -2.7786 -0.6229
H 4.7307 -3.2470 -1.8465
H 5.7825 -1.1462 -2.5084
```

Results of the Löwdin charge analysis, in e, for atoms 1 through 4: number 1, Mn, carries 0.726; number 2, C, carries 0.025; number 3, C, carries -0.196; number 4, N, carries -0.086

---

[4]
Density functional theory data (the ωB97M-V functional and the def2-TZVPD basis) for C42H38BN13PbSSe as an isolated structure.

Results
net charge = +2
E_LUMO = -7.08 eV
energy relative to the best compared isomer or geometry (same formula, charge and spin) = 0.0 kcal per mole
frontier orbital gap = 0.207 hartree
total energy = -5352.075687 hartree
highest occupied orbital energy = -12.70 eV

```
97
C42H38BN13PbSSe | OMol25 | the ωB97M-V functional and the def2-TZVPD basis
Pb -0.0512 0.4350 0.1046
N 4.2665 -0.8154 2.5946
C 3.1080 -0.2987 2.1125
S 2.6421 -0.9754 0.4590
N 2.5419 0.6531 2.7748
N 1.3866 1.2218 2.2798
C 1.0252 2.3102 2.8244
C -0.1816 3.0537 2.3562
C -0.7390 4.0045 3.1906
C -1.8859 4.6721 2.7829
C -2.4116 4.4058 1.5331
C -1.7720 3.4660 0.7346
N -0.6998 2.7898 1.1379
H 4.9050 -1.2748 1.9720
H 4.6358 -0.4074 3.4387
H 1.5961 2.7352 3.6530
H -0.2930 4.2104 4.1563
H -2.3547 5.3979 3.4365
H -3.2957 4.9136 1.1717
H -2.1328 3.2440 -0.2687
C -4.9147 0.1377 -2.9437
C -4.1869 0.1543 -1.6378
C -4.7130 0.2704 -0.3656
C -3.6195 0.2204 0.5087
N -2.4947 0.1122 -0.2011
N -2.8475 0.0534 -1.5172
B -1.8266 -0.2423 -2.6691
N -0.8764 0.9583 -2.9477
N 0.0969 1.3736 -2.0769
C 0.8301 2.2979 -2.7009
C 0.3237 2.4840 -3.9903
C -0.7446 1.6205 -4.1138
C -1.6413 1.4219 -5.2942
C 1.9921 2.9792 -2.0890
C 2.5893 2.5377 -0.9104
C 3.6971 3.1789 -0.3767
C 4.2326 4.2846 -1.0217
C 3.6450 4.7400 -2.1928
C 2.5366 4.0943 -2.7200
N -0.9863 -1.5299 -2.3449
N -0.1849 -1.6178 -1.2598
C 0.4070 -2.8050 -1.2806
C -0.0198 -3.5091 -2.4193
C -0.8978 -2.6642 -3.0745
C -1.6885 -2.9270 -4.3167
C 1.2445 -3.3586 -0.1648
C 2.1757 -2.7090 0.6982
C 2.8237 -3.4539 1.6905
C 2.5829 -4.8059 1.8680
C 1.6907 -5.4552 1.0308
C 1.0437 -4.7340 0.0460
C -3.6397 0.2943 1.9892
C -4.8567 0.4559 2.6515
C -4.9146 0.5440 4.0345
C -3.7506 0.4884 4.7931
C -2.5321 0.3241 4.1489
C -2.4829 0.2119 2.7670
H -5.9760 0.2981 -2.7673
H -4.5548 0.9214 -3.6125
H -4.7958 -0.8178 -3.4587
H -5.7598 0.3624 -0.1222
H -2.4528 -0.4460 -3.6631
H 0.6928 3.1479 -4.7571
H -1.3499 2.1094 -6.0849
H -1.5757 0.4053 -5.6843
H -2.6842 1.6151 -5.0404
H 2.2005 1.6620 -0.4038
H 4.1499 2.8076 0.5361
H 5.1037 4.7848 -0.6164
H 4.0533 5.6047 -2.7024
H 2.0861 4.4727 -3.6308
H 0.2946 -4.4859 -2.7574
H -1.5140 -3.9485 -4.6471
H -2.7571 -2.8032 -4.1346
H -1.4082 -2.2521 -5.1278
H 0.4058 -2.7645 1.9370
H 3.5207 -2.9680 2.3546
H 3.1149 -5.3459 2.6432
H 1.5024 -6.5180 1.1380
H 0.3348 -5.2433 -0.5960
H -5.7753 0.5217 2.0807
H -5.8729 0.6686 4.5228
H -3.7952 0.5762 5.8725
H -1.6126 0.2879 4.7268
H -1.5214 0.0528 2.2977
Se 1.0972 -1.7393 6.0338
N -0.6320 -1.9525 6.1401
C -1.0386 -2.2771 4.9246
C -2.3813 -2.5453 4.5405
C -2.6351 -2.8504 3.2359
C -1.5858 -2.9076 2.3053
N -0.3341 -2.6700 2.6391
C 0.0082 -2.3479 3.9364
N 1.2316 -2.0960 4.3105
H -3.1695 -2.5119 5.2846
H -3.6412 -3.0527 2.8986
H -1.7536 -3.1569 1.2628
```

Results of the Löwdin charge analysis, in e, for atoms 1 through 4: number 1, Pb, carries 1.356; number 2, N, carries 0.096; number 3, C, carries -0.625; number 4, S, carries 0.950

---

[5]
Density functional theory data (the ωB97M-V functional and the def2-TZVPD basis) for C42H38CaF3N7O4STe as an isolated structure.

Results
net charge = -2
E_LUMO = 4.05 eV
energy relative to the best compared isomer or geometry (same formula, charge and spin) = 0.0 kcal per mole
frontier orbital gap = 0.236 hartree
total energy = -3951.248443 hartree
highest occupied orbital energy = -2.37 eV

```
97
C42H38CaF3N7O4STe | OMol25 | the ωB97M-V functional and the def2-TZVPD basis
Ca 0.7922 -0.9812 -0.2557
C 4.7510 -1.5266 -3.0353
C 3.4655 -1.5960 -3.8089
C 3.4537 -1.2514 -5.1564
C 2.2847 -1.2781 -5.8974
C 1.1010 -1.6416 -5.2742
C 1.0739 -1.9873 -3.9308
C -0.2273 -2.3362 -3.2657
C 2.2660 -1.9850 -3.1876
N 2.2097 -2.2505 -1.8097
C 3.0004 -3.2068 -1.3280
O 3.6866 -4.0360 -1.9457
C 3.0780 -3.2449 0.1904
C 3.7438 -4.2755 0.8395
C 3.8424 -4.2252 2.2211
C 3.2786 -3.1652 2.9170
C 2.5996 -2.1939 2.1958
N 2.5203 -2.2483 0.8705
C 1.8590 -1.0824 2.9180
O 2.1545 -0.8857 4.1077
N 0.9253 -0.4715 2.1854
C -0.0156 0.3153 2.8791
C -0.1849 1.6681 2.5327
C 0.7429 2.3137 1.5453
C -1.2101 2.4094 3.1076
C -2.0791 1.8390 4.0241
C -1.8909 0.5168 4.3908
C -0.8651 -0.2520 3.8500
C -0.6943 -1.6759 4.2973
H 5.4664 -0.8715 -3.5377
H 5.1857 -2.5210 -2.9179
H 4.5712 -1.1417 -2.0282
H 4.3846 -0.9448 -5.6234
H 2.2904 -0.9964 -6.9435
H 0.1708 -1.6394 -5.8307
H -1.0068 -2.5155 -4.0072
H -0.5894 -1.5018 -2.6542
H -0.1383 -3.2130 -2.6248
H 4.1625 -5.0734 0.2443
H 4.3533 -5.0160 2.7586
H 3.3264 -3.0733 3.9922
H 1.7774 2.0270 1.7357
H 0.6548 3.4015 1.5871
H 0.5074 2.0086 0.5253
H -1.3248 3.4497 2.8200
H -2.8961 2.4137 4.4436
H -2.5645 0.0538 5.1042
H -1.6056 -2.0372 4.7788
H 0.1387 -1.7505 4.9978
H -0.4632 -2.3329 3.4560
N -1.5447 6.9859 -0.2917
C -1.3215 5.7162 -0.8606
C -1.8235 4.5716 -0.2445
C -1.6279 3.3280 -0.8174
C -0.9345 3.2158 -2.0144
C -0.4357 4.3471 -2.6372
C -0.6352 5.5943 -2.0664
S -0.6383 1.5976 -2.6863
O -1.8339 0.8276 -2.4333
O -0.2200 1.7735 -4.0512
N 0.4913 0.9679 -1.7301
C 1.7419 1.4788 -1.6928
N 2.1492 2.5487 -2.3930
C 3.4100 2.9147 -2.2209
C 4.2969 2.2721 -1.3743
C 3.7776 1.1924 -0.6716
N 2.5311 0.8045 -0.8151
H -1.6800 6.9442 0.7086
H -0.8156 7.6473 -0.5158
H -2.3616 4.6536 0.6927
H -2.0086 2.4405 -0.3321
H 0.1175 4.2306 -3.5580
H -0.2474 6.4822 -2.5540
H 3.7289 3.7806 -2.7954
H 5.3222 2.5920 -1.2622
H 4.3786 0.6246 0.0326
C -3.1646 -2.0845 1.8688
Te -2.4145 -1.5933 -0.0884
C -3.4615 0.2913 0.4760
C -4.6133 -0.1451 1.3176
C -5.8204 0.5417 1.4144
C -6.8528 0.0669 2.2129
C -6.6877 -1.1120 2.9263
C -5.4923 -1.8130 2.8274
C -4.4552 -1.3448 2.0290
H -2.4267 -1.7488 2.5947
H -3.2788 -3.1626 1.9425
H -3.7589 0.8631 -0.4025
H -2.7549 0.8738 1.0749
H -5.9461 1.4611 0.8536
H -7.7855 0.6152 2.2758
H -7.4895 -1.4909 3.5492
H -5.3639 -2.7440 3.3678
F -2.0651 -4.9144 0.7601
C -1.2400 -3.8671 0.3543
F -0.3346 -3.7680 1.4158
F -0.4731 -4.4481 -0.6390
```

Results of the Löwdin charge analysis, in e, for atoms 1 through 4: number 1, Ca, carries 1.199; number 2, C, carries -0.051; number 3, C, carries -0.205; number 4, C, carries -0.077